1.
Here is a molecular structure, C25H33F2O27Pb in a non-equilibrium geometry from the OMol25 dataset. Energies are from ωB97M-V/def2-TZVPD.

Geometry as ORCA input:
```
! RIJCOSX wB97M-V def2-TZVPD def2/J DEFGRID3
* xyz -1 1
Pb -0.73043 3.11552 -1.17744
O -3.78685 4.40826 -7.01707
C -3.34038 5.06506 -5.95416
O -2.45287 4.59250 -5.22929
O -3.83916 6.18811 -5.68080
H -4.43900 5.02867 -7.35084
O 3.11183 7.93697 -3.73881
C 1.96099 7.65988 -3.05614
O 0.96086 8.33564 -3.35937
O 1.88915 6.73293 -2.19783
H 2.83878 8.57411 -4.40295
O -5.75227 7.19789 0.83942
C -4.75822 7.15211 -0.03236
O -4.42996 8.18662 -0.69835
O -4.12836 6.09892 -0.13433
H -5.92039 8.14286 0.82011
C 0.77229 0.90594 8.00860
C 0.00173 2.07258 7.40112
C 0.43611 3.46116 7.84870
O 0.44754 4.18590 6.64342
C 0.15632 3.41886 5.59897
O -0.07664 3.67772 4.42179
O 0.11798 2.16533 6.03588
H 1.84559 1.08870 7.95625
H 0.56681 -0.06720 7.56266
H 0.58753 0.94095 9.08226
H -1.05040 1.97468 7.66857
H 1.39869 3.56298 8.34989
H -0.33716 3.81219 8.53201
C -2.74727 -4.17272 4.91905
C -3.56122 -3.21275 4.08393
C -4.47184 -2.34610 4.94794
O -4.46266 -1.19399 4.15444
C -3.43667 -1.08477 3.30529
O -3.25282 -0.14106 2.50219
O -2.73664 -2.23074 3.42216
H -3.44914 -4.87932 5.36199
H -2.15824 -3.55173 5.59397
H -1.99901 -4.73912 4.36462
H -4.13199 -3.83765 3.39704
H -4.04813 -2.17187 5.93699
H -5.46105 -2.79316 5.04641
C 6.56423 0.24023 -7.37527
C 5.34089 -0.37787 -6.77927
C 5.56475 -1.09661 -5.43964
O 4.57798 -0.60443 -4.58109
C 3.98628 0.47578 -5.14590
O 3.00652 1.02068 -4.66217
O 4.49030 0.71974 -6.37526
H 7.22405 0.78717 -6.70178
H 6.28261 0.84660 -8.23616
H 7.14256 -0.53839 -7.87264
H 4.76543 -1.06805 -7.39622
H 6.53984 -0.82451 -5.03557
H 5.43209 -2.17619 -5.51034
C 6.28129 -2.53383 3.79318
C 5.03861 -2.59562 2.94077
C 3.67480 -2.37770 3.61990
O 3.09571 -1.26019 2.99223
C 3.90115 -0.75722 2.11217
O 3.53389 0.25447 1.49759
O 5.05474 -1.45304 2.15220
H 6.28166 -3.29016 4.57808
H 6.25483 -1.61944 4.38589
H 7.19454 -2.63062 3.20606
H 5.06964 -3.48722 2.31454
H 3.81257 -2.08876 4.66183
H 3.02884 -3.25509 3.58792
C -7.16003 -2.59682 -3.91364
C -6.49259 -3.22328 -2.74519
O -5.87548 -2.11412 -2.10072
C -5.65360 -1.23508 -3.07978
O -5.12393 -0.13842 -2.88483
O -6.14242 -1.71469 -4.21933
F -5.71822 -4.21744 -3.00939
H -8.11099 -2.14663 -3.62885
H -7.26606 -3.42601 -4.61313
H -7.27426 -3.62343 -2.09946
C 0.32614 -4.87420 -4.13307
C 1.07277 -5.21650 -2.91389
O 0.45803 -4.35480 -1.96887
C 0.12230 -3.21469 -2.57437
O -0.16512 -2.17361 -2.02602
O 0.09224 -3.46010 -3.88410
F 2.39784 -5.01402 -2.98175
H -0.58810 -5.46684 -4.16530
H 0.92925 -5.12715 -5.00507
H 0.89900 -6.23279 -2.56023
*
```

Summary:
electronic energy: -3396.2797 hartree
relative energy (zero: lowest compared OMol25 entry of this formula, charge and spin): 630.0 kJ/mol
E_LUMO: -1.5 eV
highest occupied orbital energy: -3.98 eV

***

2.
Here is CH4INO2S in the gas phase in a non-equilibrium geometry from the OMol25 dataset. Energies are from ωB97M-V/def2-TZVPD.

Geometry as ORCA input:
```
! RIJCOSX wB97M-V def2-TZVPD def2/J DEFGRID3
* xyz 0 1
C -1.35669 0.19013 -0.14200
N -0.12080 -0.23275 -0.80407
O 1.19162 1.16636 0.95406
O 0.68205 -1.21911 1.46072
S 1.09703 -0.18334 0.48690
I 3.10190 -0.86342 -0.68708
H -1.50560 -0.49904 0.62593
H -1.11501 1.09488 0.42619
H -2.09542 0.08294 -0.82114
H 0.12091 0.46335 -1.49951
*
```

Summary:
electronic energy: -941.5657 hartree
relative energy (zero: lowest compared OMol25 entry of this formula, charge and spin): 50.3 kJ/mol
E_LUMO: -1.3 eV
SMILES: CNS(=O)(=O)I
highest occupied orbital energy: -10.50 eV

***

3.
Here is 7 unconnected molecules or ions with the total composition C30H68ClN4O6 in a non-equilibrium geometry from the OMol25 dataset. Energies are from ωB97M-V/def2-TZVPD.

Geometry as ORCA input:
```
! RIJCOSX wB97M-V def2-TZVPD def2/J DEFGRID3
* xyz 3 1
C 9.13455 -3.48968 -1.96363
C 7.99987 -2.92522 -1.29001
C 8.12626 -1.37833 -0.74791
C 8.54101 -0.95017 -2.03725
C 7.36592 -0.43183 -2.75790
C 6.61384 -1.71791 -3.47718
N 6.71386 -2.87382 -2.29294
O 5.89492 -3.63960 -2.34845
C 7.32463 -2.08216 -4.70847
C 5.08222 -1.50426 -3.80818
C 7.64309 -3.66146 -0.12563
H 8.68860 -4.46075 -2.43670
H 9.80702 -3.76397 -1.15460
H 9.51374 -2.90473 -2.76292
H 8.96220 -1.51750 -0.12989
H 7.51598 -0.66406 -0.35895
H 9.60940 -0.98256 -2.28177
H 10.26544 9.69595 4.24650
H 7.66526 0.33624 -3.57639
H 6.56065 -0.02252 -2.12220
H 8.40282 -2.15275 -4.62890
H 6.99282 -1.27627 -5.32223
H 6.95747 -3.00236 -5.06251
H 4.51190 -1.46012 -2.95585
H 4.74472 -2.38837 -4.47153
H 4.93385 -0.75412 -4.49092
H 8.50785 -3.65720 0.54961
H 7.73430 -4.67811 -0.69270
H 6.80852 -3.45021 0.53504
C -4.02232 -4.96694 -2.65430
C -2.94470 -4.86524 -1.69321
C -2.87779 -6.00214 -0.59223
C -3.41750 -5.36786 0.62443
C -4.17384 -6.33312 1.68266
C -5.38195 -5.97496 2.30085
N 2.44358 -6.53087 -3.56992
O 2.21490 -7.36269 -4.32737
C -6.49462 -6.89471 2.40146
C -5.61921 -4.62131 2.98147
C -2.04438 -3.61372 -1.71011
H -4.02092 -4.29438 -3.53214
H -5.04186 -4.88093 -2.30673
H -4.04152 -6.04294 -2.75999
H -2.04388 -6.61006 -0.30726
H -3.56285 -6.67688 -1.07772
H -4.13738 -4.52683 0.43293
H -2.60252 -4.91919 1.07054
H -3.28335 -6.52985 2.29345
H -4.40826 -7.26675 1.15991
H -7.29284 -6.52786 3.02565
H -6.00804 -7.86006 2.71777
H -6.85009 -7.15697 1.40698
H -5.60481 -4.87137 4.04202
H -6.58519 -4.25488 2.78877
H -4.85528 -3.92817 2.70820
H -1.07360 -3.76422 -1.25318
H -2.77029 -2.82937 -1.47552
H -1.91200 -3.53341 -2.75623
C -4.30650 3.03947 4.88760
O -3.06422 3.26908 4.32466
C -2.94217 4.53397 3.64899
C -1.43690 4.88340 3.64865
N -0.62677 3.67547 3.46644
H -1.06514 3.09245 4.16008
H -0.75371 3.28865 2.57511
C 0.84662 3.94734 3.68676
C 1.60146 2.74390 4.13133
O 1.03996 2.12114 5.25882
C 1.53934 0.76193 5.51839
H -4.27573 2.13149 5.47469
H -5.01254 2.90430 3.98118
H -4.69636 3.75302 5.59453
H -3.54926 5.41961 3.92472
H -3.16443 4.38155 2.61865
H -1.16372 5.19211 4.67562
H -1.15565 5.68179 2.95370
H 0.93905 4.59092 4.50921
H 1.24789 4.38109 2.75158
H 2.67138 3.09059 4.26571
H 1.65551 2.05049 3.23339
H 2.44205 0.79746 6.12304
H 1.59006 0.27657 4.56595
H 0.77707 0.26538 6.12749
C -4.37335 7.58126 1.18530
O -3.72443 6.51275 0.42940
C -4.67082 5.71646 -0.27243
C -3.85252 4.60235 -0.86296
N -2.63338 5.18691 -1.46804
H -2.54161 6.05843 -0.93794
H -1.80973 4.63462 -1.09791
C -2.56094 5.48961 -2.99518
C -2.23603 4.24392 -3.70844
O -3.47598 3.49139 -3.55168
C -3.81336 2.75035 -4.69927
H -4.62661 8.40107 0.53778
H -3.77838 7.85111 2.07023
H -5.37677 7.18344 1.43325
H -5.11339 6.33419 -1.09877
H -5.49178 5.35982 0.40900
H -4.43035 4.02099 -1.54288
H -3.48238 3.88549 -0.18279
H -1.69125 6.20977 -2.93803
H -3.49680 5.99985 -3.26282
H -1.36944 3.78264 -3.29054
H -2.03826 4.46137 -4.75782
H -2.93452 2.07542 -4.82280
H -4.00188 3.30603 -5.57468
H -4.66541 2.14144 -4.36209
Cl -1.15817 3.21176 0.30911
*
```

Summary:
electronic energy: -2312.7002 hartree
E_LUMO: -9.1 eV
highest occupied orbital energy: -9.99 eV

***

4.
Here is a gas-phase ion, CH5ClIO3P2S (charge +1) in a non-equilibrium geometry from the OMol25 dataset. Energies are from ωB97M-V/def2-TZVPD.

Geometry as ORCA input:
```
! RIJCOSX wB97M-V def2-TZVPD def2/J DEFGRID3
* xyz 1 1
C -1.59475 1.03196 -0.54036
S -0.88526 -0.52141 -0.98760
O -1.44204 -1.57512 -0.24866
O -0.91295 -0.67223 -2.38324
P 1.23943 -0.55053 -0.48201
I 2.32592 1.43920 -1.23117
P 1.78756 -0.73675 1.70949
O 0.88873 0.45064 2.28604
Cl 0.75634 -2.40181 2.10316
H -1.76730 1.57717 -1.45503
H -2.54153 0.77296 -0.08484
H -0.99839 1.59106 0.16762
H 1.72248 -1.67912 -1.15162
H 1.42176 1.27398 2.29824
*
```

Summary:
electronic energy: -2105.3397 hartree
E_LUMO: -5.2 eV
highest occupied orbital energy: -13.89 eV